# 1
10
Properties=species:S:1:pos:R:3:mulliken_charge:R:1 method="wB97M-V/def2-TZVPD" lumo_ev=1.08 total_charge=0 orbital_gap_ev=9.94 spin_multiplicity=1 smiles="C=CN1CO1"
C 1.42 0.28 0.65 -0.729
C 0.35 0.94 0.18 0.117
N -0.56 0.35 -0.67 -0.241
C -1.06 -0.93 -0.51 -0.264
O -1.91 0.25 -0.29 -0.349
H 2.24 0.79 1.10 0.283
H 1.55 -0.74 0.34 0.255
H 0.00 2.03 0.32 0.279
H -1.19 -1.49 -1.41 0.221
H -0.84 -1.48 0.28 0.429

---

# 2
10
Properties=species:S:1:pos:R:3:mulliken_charge:R:1 method="wB97M-V/def2-TZVPD" lumo_ev=-0.26 total_charge=0 orbital_gap_ev=9.36 spin_multiplicity=1 smiles="[H]/N=C(/C)C=O"
H -0.25 -0.61 -2.18 0.282
N 0.05 0.29 -1.77 -0.655
C -0.16 0.26 -0.52 0.567
C 0.49 1.03 0.55 -0.759
C -0.43 -1.04 0.32 -0.068
O -0.34 -2.13 -0.25 -0.479
H 1.47 1.42 0.30 0.297
H -0.20 1.68 1.08 0.292
H 0.53 -0.03 1.35 0.193
H -1.17 -0.85 1.12 0.331

---

Calculated total energy, respectively: -247.15528; -247.19218 a.u..
Energy relative to the best compared isomer or geometry (same formula, charge and spin), respectively: 4.135; 3.131 eV.